Entry 1:
{"formula": "C9H36O9", "method": "the ωB97M-V functional and the def2-TZVPD basis", "symbols": ["C", "C", "C", "O", "H", "H", "H", "H", "H", "H", "H", "H", "C", "C", "C", "O", "H", "H", "H", "H", "H", "H", "H", "H", "C", "C", "C", "O", "H", "H", "H", "H", "H", "H", "H", "H", "O", "H", "H", "O", "H", "H", "O", "H", "H", "O", "H", "H", "O", "H", "H", "O", "H", "H"], "coordinates": [[3.051884, -3.711634, -0.531339], [2.571650, -2.374787, -1.019222], [1.895534, -2.497263, -2.385848], [1.588416, -1.735409, -0.211171], [3.990527, -3.974647, -1.147040], [2.280329, -4.410263, -0.759042], [3.240208, -3.665009, 0.505847], [3.384535, -1.612623, -1.005320], [1.688983, -1.443993, -2.681319], [0.954573, -3.003885, -2.339883], [2.540655, -2.928860, -3.145327], [1.745023, -1.894737, 0.738480], [-1.548554, -1.789330, -0.874062], [-1.375431, -0.281021, -1.286965], [-2.286579, -0.016588, -2.487225], [-1.823396, 0.664197, -0.173379], [-2.548536, -1.900822, -0.426853], [-0.799573, -2.141006, -0.149191], [-1.458635, -2.460652, -1.706595], [-0.353715, -0.032651, -1.558289], [-3.306520, -0.045775, -2.069854], [-2.170444, -0.732562, -3.235004], [-2.169799, 0.985392, -2.928508], [-2.813988, 0.437134, -0.109295], [3.088879, 2.999353, -1.046127], [3.590961, 2.202116, 0.165070], [2.586239, 1.639479, 1.187446], [4.360818, 1.095373, -0.317898], [2.478616, 2.410054, -1.700979], [3.982586, 3.344262, -1.549838], [2.579214, 3.884723, -0.631823], [4.259024, 2.791120, 0.722841], [2.066664, 2.349639, 1.771660], [3.225014, 1.038329, 1.870492], [1.854369, 0.964418, 0.734621], [4.612070, 0.430815, 0.310811], [-3.728214, 0.127588, 2.994445], [-2.791591, -0.074801, 3.058528], [-3.826700, 1.082468, 3.070171], [-5.038991, 2.568119, 0.903274], [-4.192842, 2.827877, 0.619615], [-5.612103, 3.039770, 0.237671], [-4.496245, -0.145031, 0.202258], [-4.235695, -0.417887, 1.088382], [-4.962282, 0.691049, 0.460634], [-2.390787, 3.411473, 0.381813], [-1.753798, 2.695661, 0.299840], [-1.934684, 4.076412, 0.876192], [0.784105, -1.857642, 3.249601], [0.141916, -2.607077, 3.204447], [0.145136, -1.126552, 3.041033], [-0.491296, 0.552066, 2.249837], [-0.993394, 0.188960, 1.431735], [0.415867, 0.384660, 2.100651]], "atomic_forces_ev_per_a": [[1.26, 0.38, -1.92], [0.16, 1.12, -0.43], [0.95, 2.09, -0.08], [-0.68, -0.42, 1.20], [-1.35, 0.21, 1.19], [-0.48, -0.91, 0.08], [0.53, -0.27, 1.23], [0.02, -0.77, -0.67], [-0.04, -0.68, -0.16], [-0.46, -0.54, 0.24], [0.08, -0.16, 0.00], [0.05, 0.02, -0.48], [0.13, 1.29, 1.16], [-1.06, -0.09, 0.35], [-0.68, 1.77, 1.78], [-0.40, -2.14, -1.33], [0.21, -0.05, -0.26], [-0.19, 0.43, -0.12], [-0.07, -0.11, -0.66], [0.20, 0.02, 0.53], [0.11, -0.22, -0.53], [0.18, -1.29, -1.25], [0.22, -0.27, 0.26], [1.23, 0.45, 0.08], [0.62, 0.18, 1.74], [-0.86, -1.68, 0.04], [0.96, -1.14, -0.65], [-0.01, 0.41, -1.83], [-0.44, -0.21, -0.28], [0.04, 0.08, -0.42], [-0.12, -0.32, -0.46], [0.89, 1.29, 0.71], [-0.49, 1.07, 0.55], [-0.58, 0.25, -0.11], [0.17, 0.05, -0.24], [-0.15, -0.02, 0.87], [-0.30, -0.31, -0.12], [0.25, 0.32, 0.13], [0.18, 0.00, -0.04], [-3.15, 0.18, -0.71], [2.56, 0.66, -0.41], [0.59, -0.81, 1.19], [-0.39, 0.88, 0.26], [0.12, -0.41, 0.43], [0.31, -0.39, -0.60], [-0.34, -0.26, -0.34], [0.01, -0.60, -0.23], [0.25, 0.72, 0.49], [-1.87, -0.23, -0.55], [1.05, 0.46, 0.17], [0.79, -0.35, 0.38], [-2.68, -0.85, -0.74], [1.07, 1.20, 1.09], [1.58, -0.05, -0.54]], "mulliken_charge": [-1.385, 0.751, -1.278, -0.394, 0.343, 0.343, 0.468, 0.003, 0.250, 0.256, 0.435, 0.226, -1.140, 0.618, -1.476, -0.234, 0.352, 0.147, 0.388, 0.115, 0.296, 0.487, 0.319, 0.247, -1.302, 0.554, -0.945, -0.604, 0.286, 0.367, 0.336, 0.277, 0.500, 0.355, -0.106, 0.294, -0.680, 0.316, 0.321, -0.650, 0.380, 0.327, -0.681, 0.361, 0.311, -0.667, 0.300, 0.289, -0.653, 0.323, 0.373, -0.773, 0.497, 0.158], "spin_multiplicity": 1, "max_force_ev_per_a": 3.235, "homo_energy_ha": -0.3733, "smiles": "CC(C)O.CC(C)O.CC(C)O.O.O.O.O.O.O", "lumo_ha": 0.014, "de_lowest_kj_mol": 80.0, "e_tot_ev": -28344.4770}

Entry 2:
{"formula": "C9H36O9", "method": "the ωB97M-V functional and the def2-TZVPD basis", "symbols": ["C", "O", "H", "H", "H", "H", "C", "O", "H", "H", "H", "H", "C", "O", "H", "H", "H", "H", "C", "O", "H", "H", "H", "H", "C", "O", "H", "H", "H", "H", "C", "O", "H", "H", "H", "H", "C", "O", "H", "H", "H", "H", "C", "O", "H", "H", "H", "H", "C", "O", "H", "H", "H", "H"], "coordinates": [[8.990740, 16.797945, 16.076899], [9.105401, 15.793597, 15.063887], [8.033555, 16.547698, 16.534360], [9.698948, 16.836254, 16.904604], [8.968230, 17.785605, 15.616353], [9.977397, 15.437945, 15.250263], [6.363114, 15.904019, 10.720945], [7.329804, 16.359440, 9.853618], [5.517560, 15.864689, 10.034218], [6.549114, 14.979113, 11.266895], [6.104475, 16.727050, 11.387154], [7.921451, 16.870717, 10.410529], [9.482004, 13.186853, 11.285494], [9.834297, 14.042781, 12.329504], [8.818427, 12.383528, 11.605549], [9.011947, 13.681984, 10.435802], [10.401717, 12.619488, 11.142921], [9.169687, 14.614455, 12.720766], [6.691925, 11.917440, 8.581982], [7.673441, 11.462103, 7.560282], [6.070837, 12.649189, 8.065364], [5.845283, 11.240799, 8.697987], [7.007059, 12.232027, 9.576877], [7.950534, 10.618518, 7.925245], [11.601770, 15.703589, 10.111270], [11.655503, 16.654007, 11.123115], [11.630708, 14.654217, 10.404678], [10.673151, 15.747534, 9.542219], [12.446004, 15.879551, 9.444619], [10.941030, 16.540112, 11.754118], [10.711303, 10.425496, 13.438512], [10.836874, 9.858074, 12.112498], [11.743038, 10.751001, 13.571475], [10.058375, 11.297969, 13.462614], [10.458089, 9.650378, 14.161829], [11.043649, 8.937010, 12.287109], [11.796627, 12.961659, 15.719133], [11.335107, 14.026102, 14.878978], [11.162158, 12.076059, 15.754700], [12.805765, 12.625011, 15.481582], [11.890890, 13.248893, 16.766374], [11.197363, 13.631170, 14.014883], [10.361326, 13.040917, 7.122723], [10.394884, 11.692134, 6.651444], [10.618654, 13.071895, 8.181451], [11.079412, 13.595330, 6.518504], [9.435089, 13.615084, 7.099726], [9.550784, 11.294029, 6.876387], [8.233216, 18.511979, 12.304042], [9.144956, 17.518030, 12.759886], [7.237178, 18.194836, 12.612953], [8.507803, 19.541076, 12.535696], [8.318399, 18.462937, 11.218480], [8.839585, 17.079501, 13.557403]], "atomic_forces_ev_per_a": [[-1.82, 0.22, 0.23], [1.00, 0.48, 0.38], [-0.15, 0.70, 0.23], [0.54, -0.55, -0.44], [-0.10, 0.13, 0.12], [0.42, -0.96, -0.69], [-2.23, 0.80, -0.30], [2.42, 0.18, -0.38], [-0.56, -0.89, 0.59], [0.16, -0.12, -0.13], [-0.13, -0.29, 0.57], [0.39, 0.10, -0.34], [-0.38, -1.17, 0.43], [1.09, 1.16, 0.79], [-0.48, 0.12, 0.19], [0.43, 0.04, -0.29], [0.06, 0.21, -1.02], [-0.62, -0.24, -0.14], [-1.29, 0.00, -2.00], [-1.06, 0.33, 2.27], [0.80, 0.95, 0.17], [0.60, -1.12, 0.28], [0.69, 0.05, -0.38], [0.14, -0.41, -0.19], [1.64, 1.21, -0.61], [0.71, -0.96, -1.40], [-0.34, -0.53, 0.92], [-0.91, 0.17, 0.02], [-0.12, 0.16, 0.11], [-1.46, -0.02, 1.24], [1.59, -0.23, -0.99], [-1.06, 0.01, 0.30], [-0.08, 0.40, 1.10], [-0.26, -0.31, -0.12], [-0.25, 0.34, 0.13], [0.03, -0.13, -0.45], [0.54, -0.32, 0.78], [0.31, -0.61, 0.69], [-0.35, 0.12, -0.44], [0.06, 0.08, -0.50], [-0.32, 0.69, -0.15], [-0.27, 0.17, -0.32], [0.52, -0.29, -0.35], [-0.20, 1.22, 0.24], [0.52, -0.07, 0.38], [0.19, -0.05, 0.25], [-0.59, -0.61, -0.53], [-0.30, 0.05, -0.03], [0.13, -0.70, -0.71], [0.92, -0.07, -0.40], [-0.12, 0.68, -0.05], [-0.09, -0.16, 0.66], [-0.39, 0.23, -0.16], [0.04, -0.22, 0.46]], "lowdin_spin": [0.000, 0.000, 0.000, 0.000, 0.000, 0.000, 0.000, 0.003, 0.000, 0.000, 0.000, 0.000, 0.001, 0.001, 0.000, 0.000, 0.001, 0.000, 0.000, 0.000, 0.000, 0.000, 0.000, 0.000, 0.146, 0.604, 0.062, 0.064, 0.000, 0.005, 0.000, 0.000, 0.000, 0.000, 0.000, 0.000, 0.000, 0.000, 0.000, 0.000, 0.000, 0.000, 0.018, 0.079, 0.009, 0.001, 0.005, 0.000, 0.000, 0.001, 0.000, 0.000, 0.000, 0.000], "spin_multiplicity": 2, "max_force_ev_per_a": 2.524, "total_charge": 1, "homo_energy_ha": [-0.4710, -0.4560], "s_squared": 0.76, "lumo_ha": [-0.094, -0.359], "de_lowest_kj_mol": 372.4, "e_tot_ev": -28329.4010}

Question: What is the formula in the first record?
Answer: C9H36O9